{
  "formula": "C4H5LiO5Pm",
  "method": "ωB97M-V with the def2-TZVPD basis set",
  "symbols": ["O", "C", "O", "O", "C", "C", "Li", "H", "H", "H", "H", "Pm", "O", "C", "O", "H"],
  "xyz": [[-1.280084, -3.439386, -3.105523], [-1.937002, -3.398737, -2.006732], [-2.525731, -4.377924, -1.564672], [-1.767962, -2.263920, -1.303102], [-1.666204, -1.031502, 0.736175], [-2.086571, -2.276363, 0.050212], [-2.090733, -5.574311, -3.058710], [-1.899562, -1.051344, 1.804528], [-0.585946, -0.884439, 0.613976], [-3.185388, -1.868592, 0.310029], [-1.716934, -3.174771, 0.558094], [0.063647, -2.277605, -4.637338], [-2.245923, 0.401712, 0.127147], [-2.303116, 1.454973, 0.751951], [-2.607615, 2.572104, 0.259031], [-2.449022, 3.328823, 0.854116]],
  "forces_ev_per_a": [[1.9, 1.5, -3.3], [-0.8, -1.6, 2.9], [0.4, 1.0, -0.8], [0.5, 0.4, -1.3], [4.0, -0.4, 1.0], [-3.9, 2.8, 1.3], [-0.5, -0.6, 0.4], [-0.4, 0.2, -0.3], [-0.2, 0.9, -0.1], [0.6, -2.9, -1.4], [-0.6, 0.2, 0.4], [-0.8, -0.7, 0.8], [0.2, -0.6, 1.7], [-0.6, 0.1, -3.3], [0.5, -1.4, 1.5], [-0.2, 1.0, 0.4]],
  "nbo_charge": [-1.015, 0.998, -0.640, -0.509, -0.032, -0.146, 0.983, 0.291, 0.246, 0.271, 0.312, 2.405, -0.378, 1.082, -0.473, 0.605],
  "charge": 4,
  "total_energy_ha": -1145.644018,
  "gap_ev": [2.189, 8.090],
  "spin_multiplicity": 6,
  "e_homo_ev": [-22.9, -24.8]
}



{
  "formula": "C4H5MgO3Tl",
  "method": "ωB97M-V with the def2-TZVPD basis set",
  "symbols": ["Tl", "O", "C", "H", "H", "H", "C", "C", "O", "C", "O", "Mg", "H", "H"],
  "xyz": [[0.420006, 2.637722, 0.144689], [1.195108, 0.471838, -0.474161], [2.322925, -0.070108, -1.174617], [2.728639, -0.901403, -0.588222], [2.024367, -0.428590, -2.165458], [3.037115, 0.752498, -1.254940], [-2.135831, 0.201215, 1.828058], [-1.835493, -0.082725, 0.554035], [-0.899317, 0.763085, -0.086939], [0.099733, -0.276081, -0.317297], [0.042843, -1.444740, -0.622085], [-2.496137, -2.194734, -0.573672], [-2.593747, -0.589375, 2.425192], [-1.910211, 1.161397, 2.305415]],
  "forces_ev_per_a": [[0.2, 1.8, 0.4], [1.1, 0.2, 0.1], [0.4, -0.6, 0.0], [0.0, 0.2, -0.2], [0.0, 0.1, 0.3], [-0.1, -0.2, 0.0], [0.4, 0.2, -0.7], [-2.6, -1.7, 2.1], [2.1, -2.8, -0.5], [-1.2, 0.2, -2.6], [0.1, 2.3, 1.1], [-0.2, 0.0, 0.1], [-0.4, 0.5, -0.2], [0.2, -0.1, 0.2]],
  "nbo_charge": [0.827, -0.606, -0.259, 0.216, 0.216, 0.202, -0.589, -0.246, -0.662, 1.009, -0.548, 0.059, 0.225, 0.155],
  "total_energy_ha": -753.511939,
  "gap_ev": 2.840,
  "e_homo_ev": -4.2
}



{
  "formula": "C4H5N",
  "method": "ωB97M-V with the def2-TZVPD basis set",
  "symbols": ["C", "C", "C", "C", "N", "H", "H", "H", "H", "H"],
  "xyz": [[-2.364469, -0.043644, -0.251087], [-1.223282, -0.343366, -0.047793], [0.133560, -0.381191, 0.378913], [1.055023, 0.666613, -0.136265], [1.159103, -0.795255, -0.604349], [-3.452987, 0.119402, -0.389263], [0.283640, -0.639363, 1.467067], [1.882927, 1.166642, 0.431879], [0.518627, 1.320969, -0.824682], [2.007857, -1.070803, -0.024424]],
  "forces_ev_per_a": [[-2.0, -0.1, -0.2], [-0.5, 0.5, 0.2], [1.6, -0.2, 2.0], [-0.4, 0.0, -0.8], [1.6, 1.4, 1.7], [1.6, -0.2, 0.1], [-0.3, -0.1, -1.3], [-1.0, -1.0, -0.4], [0.6, -0.1, -0.1], [-1.4, -0.2, -1.1]],
  "nbo_charge": [-0.210, -0.036, -0.181, -0.259, -0.542, 0.246, 0.221, 0.209, 0.206, 0.346],
  "e_above_lowest_kj_mol": 321.9,
  "total_energy_ha": -210.041122,
  "gap_ev": 10.622,
  "e_homo_ev": -9.6
}



{
  "formula": "C4H5N",
  "method": "ωB97M-V with the def2-TZVPD basis set",
  "symbols": ["C", "C", "C", "C", "N", "H", "H", "H", "H", "H"],
  "xyz": [[-0.110893, -2.833502, -0.410203], [0.105749, -0.796143, 0.507731], [0.506026, 0.443450, 0.653772], [-0.017375, 1.636056, -0.169077], [-0.399583, -1.670951, -0.212840], [-0.502883, -3.263740, -1.300803], [1.086697, 0.738515, 1.649038], [-0.730896, 1.295510, -0.963000], [0.820452, 2.309927, -0.331345], [-0.757294, 2.140878, 0.576727]],
  "forces_ev_per_a": [[-0.4, -4.1, -1.1], [0.2, 4.1, 0.3], [0.3, 0.9, 2.1], [-2.0, -0.6, 2.4], [0.9, 0.6, 1.7], [-0.3, -0.4, -1.2], [-1.1, -0.8, -2.3], [1.4, 0.5, 0.1], [-0.4, 0.1, -0.8], [1.4, -0.4, -1.2]],
  "nbo_charge": [-0.004, 0.286, -0.300, -0.637, -0.382, 0.132, 0.227, 0.230, 0.229, 0.219],
  "e_above_lowest_kj_mol": 490.6,
  "total_energy_ha": -209.976889,
  "gap_ev": [7.826, 7.825],
  "e_homo_ev": [-7.9, -7.9]
}



{
  "formula": "C4H5N",
  "method": "ωB97M-V with the def2-TZVPD basis set",
  "symbols": ["C", "C", "C", "N", "C", "H", "H", "H", "H", "H"],
  "xyz": [[1.189614, -0.072151, -0.010919], [0.404499, 1.111184, -0.000064], [-0.913416, 0.737424, -0.000635], [-0.950273, -0.626013, -0.011674], [0.330916, -1.130981, -0.011186], [2.276093, -0.119878, 0.016354], [0.771098, 2.127400, -0.004934], [-1.813159, 1.335682, -0.029091], [-1.803741, -1.173877, 0.039019], [0.508370, -2.188789, 0.013127]],
  "forces_ev_per_a": [[0.5, 0.2, 0.1], [0.0, 0.3, -0.1], [0.1, 0.2, -0.1], [-0.4, -0.5, 0.1], [-0.5, 0.0, 0.1], [-0.4, -0.1, -0.1], [0.0, -0.1, 0.0], [0.1, -0.1, 0.1], [0.5, 0.2, -0.1], [0.0, -0.1, 0.0]],
  "nbo_charge": [-0.303, -0.307, -0.076, -0.508, -0.080, 0.223, 0.220, 0.211, 0.411, 0.210],
  "e_above_lowest_kj_mol": 0.0,
  "total_energy_ha": -210.163736,
  "gap_ev": 9.420,
  "e_homo_ev": -8.3
}



{
  "formula": "C4H5N2",
  "method": "ωB97M-V with the def2-TZVPD basis set",
  "symbols": ["C", "C", "C", "N", "N", "C", "H", "H", "H", "H", "H"],
  "xyz": [[-1.483082, 0.059549, -0.041928], [-0.007299, -0.007971, 0.080122], [0.783161, 1.091037, -0.340599], [2.008778, 0.609686, -0.235894], [2.052866, -0.599296, 0.178958], [0.926297, -1.125841, 0.427397], [-1.797532, -0.667008, -0.693461], [-1.815036, 1.042285, -0.398228], [-1.952766, -0.244688, 0.891963], [0.383105, 2.068866, -0.464939], [0.901508, -2.226620, 0.596609]],
  "forces_ev_per_a": [[1.5, 1.3, 1.8], [-2.8, -0.6, -0.1], [1.4, -1.4, 1.0], [0.2, 0.1, 0.4], [2.1, 1.9, -1.1], [-1.0, -1.1, -0.3], [-0.9, -2.0, -2.0], [0.0, -0.3, 0.3], [-0.2, 0.2, 0.3], [0.5, 0.7, -0.6], [-0.7, 1.2, 0.2]],
  "nbo_charge": [-0.688, 0.220, -0.021, 0.054, 0.003, 0.029, 0.283, 0.263, 0.291, 0.277, 0.291],
  "e_above_lowest_kj_mol": 389.5,
  "charge": 1,
  "total_energy_ha": -264.467044,
  "gap_ev": [8.005, 7.139],
  "e_homo_ev": [-16.7, -15.9]
}



{
  "formula": "C4H5N2",
  "method": "ωB97M-V with the def2-TZVPD basis set",
  "symbols": ["C", "C", "C", "C", "N", "N", "H", "H", "H", "H", "H"],
  "xyz": [[-2.334667, 0.188670, 0.029203], [0.566415, -1.112731, -0.107884], [0.874290, 0.214575, -0.681266], [-0.131341, 0.969769, -0.156794], [-3.402004, -0.241201, 0.151728], [0.655312, 0.134587, 0.770317], [-0.210952, 2.070495, -0.059377], [-0.420528, -1.669398, -0.326545], [1.430025, -1.736341, 0.027803], [1.794018, 0.679401, -1.182337], [1.179435, 0.502171, 1.535153]],
  "forces_ev_per_a": [[3.3, 1.0, -0.5], [0.0, -0.6, -0.1], [3.4, -0.6, -3.3], [-5.4, 1.3, 2.7], [0.5, 0.2, 0.0], [-2.6, -0.2, -1.1], [-0.1, -0.9, 0.0], [1.2, 1.5, 0.9], [0.2, -0.3, 0.1], [-1.4, -1.2, 0.7], [0.8, -0.2, 0.8]],
  "nbo_charge": [0.154, -0.149, -0.110, 0.148, -0.342, -0.359, 0.297, 0.310, 0.261, 0.312, 0.477],
  "e_above_lowest_kj_mol": 586.4,
  "charge": 1,
  "total_energy_ha": -264.392067,
  "gap_ev": 9.209,
  "e_homo_ev": -15.8
}



{
  "formula": "C4H5N2O2S",
  "method": "ωB97M-V with the def2-TZVPD basis set",
  "symbols": ["C", "C", "C", "C", "N", "N", "O", "O", "S", "H", "H", "H", "H", "H"],
  "xyz": [[-0.830704, 0.393269, -0.938439], [-0.084140, 1.466784, -0.374540], [-0.420792, -0.702984, -0.284657], [0.616659, 0.907439, 0.684529], [0.379489, -0.361052, 0.677898], [1.142693, -1.699909, 1.783077], [-0.340783, -3.285481, 3.059425], [0.382069, -1.211192, 4.307722], [0.741858, -2.316884, 3.331733], [-1.214962, 0.233867, -1.860329], [-0.155244, 2.466387, -0.664628], [-0.687814, -1.707221, -0.353499], [1.134461, 1.352840, 1.539968], [0.895632, -2.613866, 1.275037]],
  "forces_ev_per_a": [[1.7, 1.2, 0.7], [-0.6, -1.0, 0.2], [-1.0, -1.6, 0.1], [0.9, 3.4, 1.1], [1.7, -4.9, 3.7], [0.1, 1.1, -2.3], [-0.1, 0.1, 0.5], [0.6, -1.7, -1.9], [-1.4, 1.2, 2.0], [-1.8, 0.4, -2.7], [0.1, 1.4, -0.2], [-0.5, -1.4, -0.5], [0.0, 0.0, -0.7], [0.2, 1.9, 0.0]],
  "nbo_charge": [-0.347, -0.346, -0.095, -0.093, -0.218, -0.737, -1.023, -0.992, 1.701, 0.194, 0.196, 0.190, 0.209, 0.363],
  "e_above_lowest_kj_mol": 436.5,
  "charge": -1,
  "total_energy_ha": -813.517223,
  "gap_ev": [7.906, 7.904],
  "e_homo_ev": [-4.5, -4.5]
}